{
  "formula": "C19H32N2O10S",
  "method": "ωB97M-V/def2-TZVPD",
  "lumo_energy_ha": 0.0016,
  "total_charge": 0,
  "multiplicity": 1,
  "species": ["S", "O", "O", "O", "O", "O", "O", "O", "O", "O", "O", "N", "N", "C", "C", "C", "C", "C", "C", "C", "C", "C", "C", "C", "C", "C", "C", "C", "C", "C", "C", "C", "H", "H", "H", "H", "H", "H", "H", "H", "H", "H", "H", "H", "H", "H", "H", "H", "H", "H", "H", "H", "H", "H", "H", "H", "H", "H", "H", "H", "H", "H", "H", "H"],
  "xyz": [[0.78842, -1.38854, -1.95911], [-2.18801, 2.41755, -0.20920], [3.51903, 0.14225, 1.51174], [-0.61431, 0.45479, 3.71149], [-2.85725, 3.53493, 1.56502], [-3.19501, 1.33736, 1.55951], [1.47531, -1.24160, -0.62943], [4.12054, -1.54970, 3.09847], [-0.50493, -1.65742, 3.00670], [5.36481, -1.07785, 1.28678], [-1.45167, -1.21421, 5.05407], [0.25020, 3.12141, -4.05920], [-5.02392, -3.39505, 4.27306], [1.38850, 2.87388, -4.18915], [-0.78542, -2.30175, -1.86177], [-4.99339, -2.09469, 0.49589], [2.87978, 2.66037, -4.45213], [-0.88384, -0.82248, 4.05369], [5.36246, -0.14881, 0.20891], [-4.17137, -3.14715, 3.38659], [-3.27161, -2.95504, 2.22685], [4.32067, -0.83740, 2.06259], [-0.04423, 0.52822, 2.47532], [-2.69545, 2.37134, 0.90621], [0.19490, -0.91739, 2.06338], [3.56126, 1.25434, -4.61006], [-3.65590, 1.81311, 2.79672], [4.85459, 1.33404, -5.34668], [4.09314, 0.68688, 0.35433], [-3.98663, -3.22506, 0.87145], [-3.58214, 3.36018, 2.65777], [0.11413, 0.28332, -2.31501], [-2.93289, -1.91963, 2.26254], [3.27014, 3.46572, -5.07432], [4.98453, 0.32694, -5.74285], [-0.51721, 1.11899, 1.69086], [-2.43397, -3.62983, 2.40330], [-4.55701, -1.09732, 0.55017], [0.09514, -1.21052, 1.01829], [0.88379, 1.05491, -2.33422], [-5.60751, -2.28304, -0.38472], [-1.10699, -2.68183, -2.83143], [2.92333, 0.60418, -5.20875], [3.22976, 2.90878, -3.45017], [3.71298, 0.71331, -3.67606], [3.33034, 0.63253, -0.42237], [6.28204, 0.43505, 0.24857], [4.92768, 2.02556, -6.18606], [-0.83146, -3.08598, -1.10615], [-5.59103, -2.17521, 1.40388], [-4.42973, -4.21926, 0.81375], [-0.81343, 0.62333, -1.85444], [-1.43835, -1.53472, -1.44532], [-3.08840, 1.32756, 3.59063], [4.33258, 1.69185, 0.70188], [-4.72066, 1.59206, 2.72240], [5.63274, 1.54915, -4.61435], [1.21992, -1.09021, 2.39137], [-4.59639, 3.70651, 2.45915], [0.99380, 0.83995, 2.59122], [-3.37282, -3.20868, -0.02914], [5.29443, -0.75422, -0.69494], [-0.24615, 0.21639, -3.34156], [-3.21185, 3.85785, 3.55405]],
  "atomic_forces_ev_per_a": [[0.82, 1.00, -0.20], [-0.86, -1.28, 2.24], [-0.25, -2.02, 2.49], [-1.52, 0.06, 2.03], [2.41, 0.49, -2.39], [1.13, -0.04, -1.01], [-0.49, -0.45, -0.23], [0.16, 3.81, -4.28], [-2.13, -0.15, 1.98], [0.15, 0.72, -0.12], [1.36, 1.15, -1.98], [2.72, -0.66, -0.13], [6.60, 2.00, -6.72], [-1.08, -0.07, -1.13], [-0.50, 0.94, 1.11], [-0.25, -1.12, 2.38], [-0.58, -0.06, 2.60], [-1.25, -2.00, 0.27], [0.17, -0.46, -1.36], [-6.69, -2.02, 6.10], [-0.57, -0.22, -0.29], [-1.59, -3.15, 3.65], [2.58, -0.13, -2.53], [1.52, 1.62, -3.99], [2.00, 0.08, 0.39], [-2.29, 0.37, -1.35], [-1.68, 0.27, 0.70], [0.95, -0.48, 0.19], [0.46, 0.53, 1.08], [0.04, 0.82, -1.56], [-2.44, -1.21, 3.15], [-0.72, -0.64, -1.31], [0.25, -0.09, -0.05], [-0.25, -0.39, -0.40], [0.65, 0.07, -0.06], [-0.61, 0.20, 0.58], [0.18, 0.19, -0.19], [0.24, -0.11, -0.49], [-0.47, 0.02, 0.39], [0.07, -0.39, 0.43], [0.28, 0.06, 0.07], [0.16, 0.26, 0.04], [-0.36, 0.05, 0.08], [0.37, 0.66, 0.15], [-0.21, 0.41, 0.22], [0.42, 0.03, -0.22], [-0.10, -0.06, -0.13], [-0.30, 0.10, 0.16], [0.76, -0.18, -0.18], [-1.09, 0.65, -0.27], [-0.35, 0.14, 0.46], [0.33, -0.19, 1.06], [-0.63, -0.15, -0.39], [-0.30, 0.21, 0.12], [0.00, 0.39, -0.94], [0.08, -0.56, 1.16], [0.40, 0.07, -0.38], [0.43, -0.29, -0.97], [-0.15, 0.29, 0.26], [-0.25, 1.07, -0.03], [1.29, -0.28, 0.56], [0.40, 0.16, -0.14], [0.30, -0.11, -0.45], [0.29, 0.03, -0.18]],
  "mulliken_charge": [0.354, -0.607, -0.214, -0.385, -0.341, -0.128, -0.536, -0.608, -0.426, -0.341, -0.567, -0.462, -0.554, 0.187, -0.885, -1.092, -0.481, 0.590, -0.343, 0.178, 0.642, 0.680, 0.095, 0.611, 0.400, 0.022, -0.295, -1.318, 0.065, -0.375, -0.421, -0.787, -0.405, 0.484, 0.346, 0.047, 0.246, 0.182, -0.172, 0.075, 0.404, 0.437, 0.296, 0.228, 0.115, -0.072, 0.285, 0.364, 0.382, 0.334, 0.393, 0.311, 0.122, 0.298, 0.299, 0.275, 0.309, 0.107, 0.283, 0.263, 0.055, 0.283, 0.448, 0.326]
}



{
  "formula": "C19H32N2O2",
  "method": "ωB97M-V/def2-TZVPD",
  "lumo_energy_ha": 0.0257,
  "total_charge": 0,
  "smiles": "C=CCCCCCCCCC(=O)NNC1=CC(=O)CC(C)(C)C1",
  "multiplicity": 1,
  "species": ["O", "O", "N", "N", "C", "C", "C", "C", "C", "C", "C", "C", "C", "C", "C", "C", "C", "C", "C", "C", "C", "C", "C", "H", "H", "H", "H", "H", "H", "H", "H", "H", "H", "H", "H", "H", "H", "H", "H", "H", "H", "H", "H", "H", "H", "H", "H", "H", "H", "H", "H", "H", "H", "H", "H"],
  "xyz": [[-3.07953, -2.54382, 0.23528], [-0.67719, 2.19440, -1.69986], [-1.60877, -2.72740, -1.45257], [-2.46259, -2.13374, -2.38016], [3.34723, 1.55613, 2.31210], [-1.53457, 0.04057, -2.00458], [2.08932, -1.32381, 2.44028], [-3.66551, -0.22184, -3.26339], [1.21324, -2.50783, 2.02865], [0.08967, -2.10528, 1.07666], [-2.67297, 2.04123, -3.01027], [-3.97039, 1.23727, -2.89367], [-5.01396, 1.79856, -3.86179], [-1.96137, -2.81602, -0.13436], [2.88229, -0.72733, 1.27762], [5.32995, 2.07891, 3.75108], [4.43534, 2.57629, 2.66182], [-2.50823, -0.76013, -2.48199], [3.94280, 0.27582, 1.73141], [-1.53914, 1.47775, -2.17412], [-0.83828, -3.28526, 0.76136], [6.63982, 1.95412, 3.65245], [-4.51441, 1.31274, -1.46586], [3.37859, -1.53933, 0.73905], [-4.69754, 2.34750, -1.18670], [0.77385, -2.94916, 2.92625], [-0.71370, -0.35902, -1.42817], [0.52217, -1.72472, 0.14975], [-5.45143, 0.76569, -1.38552], [-2.83102, 3.08217, -2.72354], [1.45577, -0.55613, 2.88667], [-3.80859, 0.88782, -0.75695], [-1.27514, -3.66468, 1.68541], [4.56336, 0.54021, 0.87154], [7.16612, 2.21443, 2.74837], [4.82589, 1.80860, 4.67097], [-5.24178, 2.83202, -3.61285], [3.95320, 3.49955, 2.99740], [-4.65092, 1.76647, -4.88709], [-5.93568, 1.22332, -3.80567], [1.83425, -3.27221, 1.55440], [-3.35989, -2.60496, -2.42866], [2.20535, -0.22700, 0.58297], [2.79225, -1.66322, 3.20504], [-4.54966, -0.84074, -3.09135], [-0.49757, -1.30262, 1.52732], [2.77692, 1.32431, 3.21322], [-3.42348, -0.28178, -4.32976], [2.66283, 1.99726, 1.58431], [-0.27708, -4.08674, 0.27780], [5.02520, 2.80650, 1.77250], [-0.65329, -2.85268, -1.75413], [7.24515, 1.59310, 4.46691], [-2.33114, 2.03462, -4.05037], [4.59425, -0.18990, 2.47479]],
  "atomic_forces_ev_per_a": [[-0.23, 0.13, 0.18], [0.01, 0.01, 0.01], [0.02, 0.28, -0.81], [-0.12, -0.45, 0.26], [0.31, -0.05, -0.13], [0.11, -0.43, 0.23], [0.04, -0.20, -0.26], [-0.02, 0.16, 0.01], [-0.09, 0.33, 0.03], [0.15, -0.32, 0.14], [-0.01, 0.08, 0.09], [-0.12, 0.01, -0.10], [0.22, -0.14, 0.14], [0.08, -0.26, 0.12], [0.13, 0.05, 0.29], [-0.13, 0.15, -0.13], [-0.22, -0.04, 0.09], [0.40, 0.22, 0.04], [-0.32, 0.03, -0.07], [-0.25, 0.21, -0.19], [-0.07, 0.31, 0.06], [0.19, -0.06, 0.11], [0.11, -0.02, -0.13], [-0.05, -0.05, -0.09], [-0.04, 0.13, 0.04], [-0.02, -0.10, 0.00], [0.07, -0.07, 0.03], [-0.03, 0.11, -0.03], [-0.12, -0.06, 0.03], [0.04, 0.00, -0.01], [-0.01, 0.04, 0.12], [0.00, -0.03, 0.14], [-0.04, -0.05, -0.10], [0.11, 0.02, 0.02], [0.05, 0.07, -0.23], [0.00, -0.07, 0.18], [-0.05, 0.13, 0.02], [0.04, 0.05, -0.06], [0.03, 0.01, -0.14], [-0.14, -0.06, -0.01], [0.02, -0.09, 0.02], [0.25, 0.09, 0.05], [-0.03, -0.03, -0.13], [0.02, 0.06, 0.08], [-0.05, -0.05, -0.02], [-0.02, 0.08, -0.05], [-0.11, 0.03, 0.03], [-0.04, -0.05, -0.01], [-0.10, 0.00, 0.03], [0.02, -0.06, 0.01], [0.01, 0.07, -0.02], [-0.18, -0.03, 0.03], [0.06, -0.08, 0.19], [0.01, 0.02, -0.06], [0.08, -0.03, -0.05]],
  "mulliken_charge": [-0.648, -0.658, -0.208, -0.386, -0.493, -0.539, -0.506, -1.012, -0.954, -0.134, -1.001, 1.762, -2.109, 0.516, -0.373, -0.115, -0.688, 0.613, -0.819, 0.097, -0.847, -0.769, -1.823, 0.341, 0.454, 0.406, 0.405, 0.139, 0.421, 0.398, 0.290, 0.388, 0.415, 0.318, 0.254, 0.300, 0.422, 0.322, 0.432, 0.441, 0.361, 0.329, 0.085, 0.341, 0.567, 0.304, 0.272, 0.307, 0.327, 0.373, 0.350, 0.343, 0.273, 0.369, 0.351]
}



{
  "formula": "C19H32N4O2S",
  "method": "ωB97M-V/def2-TZVPD",
  "lumo_energy_ha": 0.0200,
  "total_charge": 0,
  "smiles": "CCCc1nnc(SCC(=O)N2[C@H](C)CCC[C@@H]2C)n1C[C@@H]1CCCO1",
  "multiplicity": 1,
  "species": ["S", "O", "O", "N", "N", "N", "N", "C", "C", "C", "C", "C", "C", "C", "C", "C", "C", "C", "C", "C", "C", "C", "C", "C", "C", "C", "H", "H", "H", "H", "H", "H", "H", "H", "H", "H", "H", "H", "H", "H", "H", "H", "H", "H", "H", "H", "H", "H", "H", "H", "H", "H", "H", "H", "H", "H", "H", "H"],
  "xyz": [[0.27667, -2.20056, 1.22134], [3.88913, -0.26250, 0.66778], [-0.80829, -1.03584, -1.92555], [-0.16423, 0.46378, 1.50441], [-2.35379, -0.69142, -0.31615], [0.19505, 1.61425, 0.92322], [1.28060, 0.00864, -0.08654], [1.05525, 1.35075, -0.02717], [2.38296, 3.97074, 0.94311], [4.42013, -2.54023, 0.19090], [-2.81810, 0.48851, -1.04662], [-3.13210, 1.64770, -0.10240], [1.70502, 2.36678, -0.88699], [2.87811, 3.03314, -0.14928], [-3.00706, -1.10028, 0.92052], [2.12661, -0.75514, -0.95654], [4.47762, -1.68851, -1.08243], [0.47592, -0.49240, 0.89864], [-0.83412, -2.63336, -0.19097], [3.62596, -0.47352, -0.70027], [4.07550, -1.52239, 1.29508], [-4.04651, 1.21314, 1.03338], [-3.98327, 0.14604, -1.97772], [-4.23582, -1.97593, 0.64624], [-1.34948, -1.37927, -0.88294], [-3.34160, 0.10694, 1.80317], [-1.97331, 0.78011, -1.68254], [3.64371, -3.30127, 0.12062], [2.04944, 1.89481, -1.80883], [-3.95193, -0.24019, 2.63811], [-3.72799, -0.72067, -2.58293], [-4.16966, 0.98534, -2.64305], [-4.01674, -2.71931, -0.11776], [3.92825, 0.43909, -1.22099], [3.21959, 4.36102, 1.51736], [-2.19827, 2.01604, 0.32747], [-2.40428, 0.50379, 2.19767], [-1.61858, -3.27328, 0.20508], [3.16334, -1.81162, 1.83206], [-2.28849, -1.69502, 1.49017], [5.49951, -1.36601, -1.28084], [4.09263, -2.20348, -1.95960], [-4.52338, -2.49172, 1.55930], [-5.08140, -1.38376, 0.31180], [-4.23663, 2.05710, 1.69772], [1.91651, -1.80791, -0.75417], [1.86701, -0.54332, -1.99736], [-0.24057, -3.19073, -0.91676], [1.71231, 3.43985, 1.61382], [5.36661, -3.03863, 0.38662], [4.88093, -1.39797, 2.02246], [3.47592, 3.59147, -0.87334], [1.83900, 4.80756, 0.51034], [-4.89553, -0.06590, -1.42941], [-5.00926, 0.87297, 0.64816], [3.51048, 2.26147, 0.29423], [-3.58362, 2.45302, -0.68362], [0.96426, 3.12809, -1.13799]],
  "atomic_forces_ev_per_a": [[-0.14, 0.06, -0.01], [0.03, 0.19, -0.06], [0.18, -0.08, -0.33], [-0.17, -0.64, 0.49], [0.03, 0.16, -0.07], [0.09, 0.94, -0.20], [-0.50, 0.44, 0.47], [0.05, -0.26, -0.30], [0.15, -0.13, -0.04], [-0.08, 0.08, 0.08], [0.06, 0.47, -0.37], [-0.06, -0.14, 0.04], [0.27, 0.03, 0.06], [-0.07, 0.11, -0.05], [-0.22, -0.27, 0.39], [0.59, 0.00, -0.25], [-0.03, 0.28, 0.08], [0.33, -0.60, 0.11], [0.32, -0.05, 0.12], [-0.12, -0.05, -0.30], [0.07, -0.27, 0.34], [0.15, 0.02, 0.01], [0.24, 0.02, 0.10], [0.20, 0.10, 0.10], [-0.03, -0.39, -0.02], [0.00, 0.01, -0.05], [-0.23, -0.06, 0.19], [0.00, -0.04, 0.01], [-0.06, 0.04, -0.06], [0.00, -0.05, 0.05], [-0.01, -0.08, -0.08], [-0.06, 0.09, -0.08], [-0.01, -0.09, -0.07], [-0.03, -0.07, 0.03], [0.05, 0.09, 0.08], [-0.02, 0.06, -0.05], [-0.10, -0.06, 0.06], [-0.06, 0.01, 0.03], [0.11, 0.02, -0.05], [-0.04, 0.10, -0.12], [-0.02, 0.00, -0.06], [0.02, -0.05, -0.09], [-0.08, -0.06, 0.10], [-0.14, 0.04, -0.07], [-0.09, 0.00, 0.01], [-0.04, 0.12, -0.09], [0.01, -0.12, 0.08], [-0.19, 0.13, 0.00], [-0.04, 0.05, 0.10], [-0.01, -0.06, -0.02], [-0.08, -0.05, -0.02], [0.06, -0.05, 0.00], [-0.08, 0.12, -0.01], [-0.15, -0.03, 0.04], [-0.12, 0.03, 0.01], [0.07, 0.00, -0.07], [0.02, 0.04, -0.05], [-0.01, -0.06, -0.09]],
  "mulliken_charge": [-0.327, -0.512, -0.682, -0.270, 0.311, -0.703, 0.911, 0.874, -1.350, -0.526, 0.003, -0.587, -1.240, -0.147, 0.092, -1.716, -0.934, 0.323, -0.973, 0.615, -0.371, -0.779, -1.524, -1.685, 0.577, -0.932, 0.364, 0.249, 0.340, 0.415, 0.368, 0.423, 0.364, 0.474, 0.384, 0.207, 0.377, 0.484, 0.103, 0.510, 0.375, 0.327, 0.457, 0.329, 0.433, 0.332, 0.272, 0.528, 0.335, 0.380, 0.411, 0.396, 0.315, 0.284, 0.324, 0.103, 0.430, 0.460]
}



Listing ΔE to the lowest compared entry with this formula, charge and spin for the structures above in their given order: 0.000; 1.800; 0.115 eV.
Listing HOMO level for the structures above in their given order: -9.42; -8.80; -8.91 eV.